{
  "formula": "C23H34N2O3",
  "method": "ωB97M-V with the def2-TZVPD basis set",
  "elements": ["C", "C", "C", "C", "C", "C", "C", "O", "N", "C", "C", "C", "C", "C", "O", "N", "C", "C", "C", "C", "C", "C", "C", "C", "C", "O", "C", "C", "H", "H", "H", "H", "H", "H", "H", "H", "H", "H", "H", "H", "H", "H", "H", "H", "H", "H", "H", "H", "H", "H", "H", "H", "H", "H", "H", "H", "H", "H", "H", "H", "H", "H"],
  "xyz": [[3.196, -3.450, 1.733], [3.417, -2.405, 2.820], [2.230, -1.482, 3.102], [2.701, -0.217, 3.807], [1.275, -1.114, 1.932], [0.064, -1.408, 2.862], [-1.023, -2.250, 2.237], [-1.030, -3.471, 2.270], [-1.986, -1.550, 1.594], [-1.972, -0.192, 1.042], [-2.923, -0.703, -0.082], [-2.393, -0.633, -1.503], [-2.833, 0.780, -1.914], [-1.803, 1.807, -1.444], [-1.998, 2.545, -0.486], [-0.636, 1.807, -2.108], [-0.214, 1.191, -3.334], [-0.206, 2.383, -4.312], [-0.256, 3.655, -3.881], [-0.060, 4.070, -2.407], [0.449, 2.753, -1.833], [1.244, 2.094, -0.721], [1.453, 0.660, -1.366], [1.163, 0.526, -2.911], [-4.164, 0.927, -1.169], [-4.181, -0.075, -0.143], [-2.942, -2.072, 0.621], [1.022, -2.130, 3.823], [4.021, -4.162, 1.711], [2.274, -4.014, 1.893], [3.136, -2.990, 0.745], [3.675, -2.899, 3.763], [4.288, -1.797, 2.552], [1.861, 0.431, 4.065], [3.230, -0.462, 4.732], [3.382, 0.349, 3.167], [1.364, -0.099, 1.541], [1.315, -1.823, 1.105], [-0.358, -0.493, 3.278], [-2.435, 0.559, 1.682], [-0.989, 0.157, 0.718], [-1.318, -0.800, -1.565], [-2.900, -1.386, -2.111], [-2.969, 0.873, -2.992], [-0.911, 0.432, -3.689], [-0.243, 2.174, -5.375], [-0.353, 4.449, -4.613], [0.682, 4.870, -2.363], [-0.980, 4.428, -1.945], [1.181, 2.574, -2.612], [2.199, 2.595, -0.555], [0.715, 2.019, 0.229], [2.472, 0.311, -1.188], [0.802, -0.046, -0.850], [1.142, -0.540, -3.144], [1.980, 0.948, -3.498], [-4.251, 1.914, -0.718], [-5.013, 0.743, -1.829], [-2.559, -2.915, 0.042], [-3.912, -2.327, 1.050], [0.965, -3.206, 3.662], [0.917, -1.915, 4.887]],
  "lowdin_charge": [-0.10, -0.20, -0.49, -0.05, -0.07, -0.18, -0.43, 0.07, 0.00, -0.02, -0.41, -0.04, -0.16, -0.41, 0.07, -0.03, -0.24, -0.03, -0.05, -0.08, -0.29, -0.09, -0.14, -0.10, -0.11, -0.04, -0.01, -0.07, 0.07, 0.08, 0.07, 0.12, 0.11, 0.09, 0.09, 0.08, 0.10, 0.11, 0.15, 0.14, 0.11, 0.12, 0.14, 0.15, 0.14, 0.10, 0.10, 0.12, 0.11, 0.11, 0.11, 0.10, 0.11, 0.07, 0.11, 0.11, 0.12, 0.13, 0.13, 0.13, 0.11, 0.12],
  "orbital_gap_ev": 9.64,
  "multiplicity": 1,
  "smiles": "CC[C@]1(C)C[C@H](C(=O)N2CC3(C[C@H](C(=O)N4[C@H]5CC=C[C@H]4CCC5)CO3)C2)C1",
  "e_lumo_ev": 0.6,
  "e_above_lowest_kcal_mol": 93.02
}